No. 1
Molecular formula: C19H12BF5N8OPtS
Method: DFT, ωB97M-V/def2-TZVPD

Positions of all 48 atoms, in Å:
Pt: 1.3789 0.2447 -0.2160
C: -1.7042 3.2071 0.1253
C: -0.5820 2.6907 -0.5103
N: -0.2363 1.5368 0.0606
N: -1.1124 1.2866 1.0560
C: -2.0044 2.2859 1.1103
B: -0.9683 0.0486 2.0046
N: 0.4004 0.1545 2.7542
C: 0.7843 0.0257 4.0381
C: 2.1520 0.1669 4.1207
C: 2.5602 0.3648 2.8047
N: 1.5067 0.3484 1.9993
N: -0.8965 -1.2418 1.1225
C: -1.6141 -2.3732 1.1854
C: -1.0838 -3.2886 0.2963
C: -0.0117 -2.6290 -0.2918
N: 0.0909 -1.4042 0.2176
N: -2.1902 0.0208 2.8800
C: -2.4531 0.2999 4.1840
C: -3.8022 0.1783 4.3855
C: -4.3097 -0.1768 3.1232
N: -3.3519 -0.2654 2.2255
H: -2.2295 4.1160 -0.1015
H: -0.0078 3.0761 -1.3368
H: -2.8033 2.2576 1.8302
H: 0.0827 -0.1845 4.8213
H: 2.7623 0.1220 5.0040
H: 3.5490 0.5093 2.4014
H: -2.4597 -2.4352 1.8461
H: -1.4301 -4.2866 0.1017
H: 0.6821 -2.9649 -1.0454
H: -1.6986 0.6146 4.8785
H: -4.3378 0.3372 5.3039
H: -5.3304 -0.3675 2.8351
F: 3.4686 -0.0681 -7.5969
C: 2.7485 -0.0411 -6.5025
C: 3.3513 0.3138 -5.2929
F: 4.6364 0.6254 -5.2713
C: 2.5960 0.3341 -4.1473
F: 3.1853 0.6854 -3.0092
C: 1.2198 0.0070 -4.1430
S: 0.2583 0.0141 -2.7574
C: 0.6500 -0.3334 -5.3985
F: -0.6302 -0.6411 -5.4615
C: 1.3940 -0.3646 -6.5565
F: 0.8476 -0.6953 -7.7128
O: 3.9199 -1.3802 -0.7822
C: 3.0232 -0.7309 -0.5822

Atoms 1-6, force components in eV/Å:
Pt 0.0 0.1 -0.1
C 0.0 0.0 0.0
C 0.0 0.0 0.0
N -0.1 0.0 0.0
N 0.3 0.0 0.0
C 0.0 -0.1 0.0

Calculated values
ΔE to the lowest compared entry with this formula, charge and spin: 0.00 kcal per mole
F_max: 0.30 eV Å⁻¹
multiplicity: 4
net charge: +1
frontier orbital gap (spin up / spin down): 8.773 / 5.859 eV
LUMO (spin up / spin down): -2.5 / -6.0 eV

***

No. 2
Molecular formula: C19H12BrCrF5NO7S
Method: DFT, ωB97M-V/def2-TZVPD

Positions of all 47 atoms, in Å:
Cr: 3.3627 -7.6609 -14.0767
O: 5.6728 -5.0630 -16.2331
C: 4.9033 -5.9435 -15.9759
O: 4.4612 -6.1816 -14.7889
C: 4.5899 -7.0677 -17.0502
C: 5.1769 -8.3967 -16.5955
C: 5.1640 -9.2902 -17.7971
C: 3.6821 -9.6156 -18.0441
C: 2.9159 -8.8675 -16.9668
O: 3.8896 -8.8995 -15.7656
C: 3.0548 -7.3972 -17.2611
C: 2.0439 -6.5993 -16.3806
O: 1.4453 -5.6064 -16.7743
O: 1.7847 -7.1664 -15.2060
H: 5.0254 -6.5891 -17.9398
H: 6.0316 -8.4200 -15.9424
H: 5.6046 -8.8584 -18.7111
H: 5.6111 -10.2767 -17.5577
H: 3.3331 -9.3848 -19.0447
H: 3.5158 -10.7011 -18.0319
H: 1.9244 -9.2576 -16.6699
H: 2.8324 -7.2407 -18.2806
F: -5.0790 -7.3424 -16.3343
C: -4.1245 -8.1747 -15.8697
C: -3.0240 -7.7486 -15.0994
F: -2.7703 -6.4650 -14.7835
C: -2.1183 -8.7104 -14.6748
F: -1.1108 -8.3123 -13.8644
C: -2.0621 -10.0640 -15.1122
S: -0.7857 -11.0906 -14.8715
C: -3.2473 -10.4413 -15.8188
F: -3.4763 -11.7443 -16.0634
C: -4.1481 -9.5070 -16.2800
F: -5.1522 -9.9353 -17.0630
O: 3.3001 -9.2126 -12.7843
O: 4.6029 -8.7394 -13.0924
Br: 5.4559 -5.1388 -9.5457
C: 3.8072 -5.4642 -10.4691
C: 2.5970 -5.6456 -9.7975
C: 1.4909 -6.1291 -10.5213
C: 1.6449 -6.4794 -11.8241
N: 2.8316 -6.3271 -12.5128
C: 3.8491 -5.7082 -11.8919
H: 2.5643 -5.5295 -8.7335
H: 0.5064 -6.2113 -10.1212
H: 0.8339 -6.9043 -12.4126
H: 4.6965 -5.4922 -12.4864

Atoms 1-6, force components in eV/Å:
Cr 0.9 -2.2 1.0
O 0.9 1.5 -1.0
C -0.6 -2.3 0.9
O -0.3 0.1 -0.1
C -0.3 2.1 0.9
C -3.2 0.2 0.3

Calculated values
ΔE to the lowest compared entry with this formula, charge and spin: 33.60 kcal per mole
F_max: 3.19 eV Å⁻¹
multiplicity: 5
net charge: -1
frontier orbital gap (spin up / spin down): 5.470 / 2.861 eV
LUMO (spin up / spin down): 1.9 / -0.8 eV

***

No. 3
Molecular formula: C19H12Cl2F2IN3O6SW
Method: DFT, ωB97M-V/def2-TZVPD

Positions of all 47 atoms, in Å:
W: -0.7088 -0.4930 -0.1072
Cl: 0.5915 1.8814 2.4065
C: 0.2793 0.4547 3.3924
Cl: -0.5590 -0.8532 2.4827
H: -0.3698 0.7487 4.2089
H: 1.2308 0.0701 3.7424
F: -3.5047 4.2571 0.5020
C: -2.9399 3.3734 -0.3314
C: -2.1149 2.3957 0.1883
C: -1.5158 1.4422 -0.6318
C: -1.7786 1.5427 -2.0288
C: -2.6199 2.5428 -2.5059
F: -2.8891 2.6378 -3.8232
C: -3.2259 3.4613 -1.6788
C: -1.0665 0.5818 -2.8720
C: -0.9389 0.6164 -4.2598
C: -0.0618 -0.2402 -4.8952
C: 0.6951 -1.1301 -4.1389
C: 0.4969 -1.1528 -2.7821
N: -0.3712 -0.3403 -2.1601
H: -1.9568 2.3916 1.2582
H: -3.8976 4.2097 -2.0729
H: -1.5244 1.3107 -4.8382
H: 0.0558 -0.1976 -5.9693
H: 1.3989 -1.8085 -4.5966
H: 1.0505 -1.8384 -2.1529
I: 6.4303 1.1676 -4.3118
C: 5.0904 0.6162 -2.7857
C: 3.8827 1.2867 -2.6722
C: 3.0067 0.9221 -1.6633
C: 3.3572 -0.0713 -0.7513
C: 4.5689 -0.7363 -0.8829
C: 5.4352 -0.4035 -1.9122
C: 2.4255 -0.3851 0.3752
O: 2.7889 -0.6899 1.4865
O: 1.1566 -0.2500 0.0491
H: 3.6266 2.0875 -3.3519
H: 2.0559 1.4309 -1.5636
H: 4.8347 -1.5138 -0.1789
H: 6.3720 -0.9303 -2.0267
O: -3.3960 -1.7506 2.2836
S: -3.7019 -1.5682 0.8565
N: -2.5052 -0.9153 0.1262
O: -0.4750 -4.5991 -0.6580
N: -0.6889 -3.4089 -0.6904
O: -1.4583 -2.8558 -1.4914
O: -0.0750 -2.6215 0.1475

Atoms 1-6, force components in eV/Å:
W -1.6 -0.6 0.0
Cl 0.0 -0.1 0.1
C 0.3 0.3 -0.1
Cl 0.1 0.2 0.5
H -0.1 -0.2 -0.1
H -0.1 -0.2 -0.1

Calculated values
ΔE to the lowest compared entry with this formula, charge and spin: 27.28 kcal per mole
F_max: 1.67 eV Å⁻¹
multiplicity: 3
net charge: 0
frontier orbital gap (spin up / spin down): 6.527 / 7.715 eV
LUMO (spin up / spin down): -1.2 / -1.5 eV

***

No. 4
Molecular formula: C19H12Cl4MoN2OSe
Method: DFT, ωB97M-V/def2-TZVPD

Positions of all 40 atoms, in Å:
Mo: -0.7752 0.4101 0.1500
Cl: 4.7283 5.2570 -0.1483
C: 3.2947 4.3339 -0.0092
C: 3.3587 2.9557 -0.2026
C: 2.1898 2.2410 -0.0841
Cl: 2.1120 0.5160 -0.2998
C: 0.9847 2.8662 0.2208
O: -0.0962 2.0675 0.3444
C: 0.9305 4.2431 0.4023
Cl: -0.5712 4.9836 0.7621
C: 2.0980 4.9774 0.2900
H: 4.2958 2.4731 -0.4406
H: 2.0778 6.0486 0.4333
Cl: -3.6865 -2.4592 0.3989
C: -3.3587 -1.4401 -0.9419
C: -3.5148 -1.9214 -2.2236
C: -3.1812 -1.1239 -3.3208
C: -2.6873 0.1576 -3.1485
C: -2.5814 0.6723 -1.8619
C: -2.9336 -0.1033 -0.7253
C: -2.7789 0.4932 0.6107
H: -3.8946 -2.9236 -2.3725
H: -3.3161 -1.5216 -4.3183
H: -2.4314 0.7703 -4.0014
H: -2.3228 1.7204 -1.7246
H: -3.1389 -0.0788 1.4605
H: -3.0380 1.5529 0.6729
Se: -0.2394 -2.6697 -1.3503
N: -0.1135 -1.5457 0.0896
C: 0.7025 -2.1253 0.9972
C: 1.0700 -1.5995 2.2502
C: 1.9041 -2.3441 3.0358
C: 2.4107 -3.6176 2.6341
C: 2.0785 -4.1555 1.4358
C: 1.2098 -3.4115 0.5823
N: 0.8187 -3.8293 -0.6082
H: 0.6972 -0.6412 2.5944
H: 2.1915 -1.9602 4.0062
H: 3.0662 -4.1503 3.3089
H: 2.4403 -5.1179 1.1014

Atoms 1-6, force components in eV/Å:
Mo -0.2 -0.3 -0.6
Cl 0.0 0.0 0.0
C -0.1 0.0 0.0
C 0.1 -0.1 0.0
C 0.0 0.3 0.0
Cl 0.1 0.1 -0.1

Calculated values
ΔE to the lowest compared entry with this formula, charge and spin: 16.58 kcal per mole
F_max: 0.67 eV Å⁻¹
multiplicity: 3
net charge: +2
frontier orbital gap (spin up / spin down): 5.791 / 6.367 eV
LUMO (spin up / spin down): -8.7 / -8.3 eV

***

No. 5
Molecular formula: C19H12N2O4
Method: DFT, ωB97M-V/def2-TZVPD

Positions of all 37 atoms, in Å:
O: 1.9244 0.7356 -0.9880
C: 1.1138 1.6730 -0.8289
O: -0.2170 1.5595 -0.8638
N: -0.8309 0.2910 -0.8770
C: -0.4744 -0.7966 -0.0356
C: 0.2133 -0.5828 1.2549
C: 1.2465 -1.4087 1.5856
C: 2.0524 -1.1903 2.7090
C: 1.7069 -0.2272 3.6764
C: 0.5714 0.5342 3.4469
C: -0.1536 0.3653 2.2116
N: -0.7648 -2.0859 -0.2430
C: -1.5497 -2.3697 -1.3724
C: -1.8332 -3.6863 -1.6288
C: -2.7403 -4.0940 -2.5458
C: -3.3598 -3.1401 -3.4499
C: -2.9430 -1.7702 -3.3034
C: -2.1002 -1.3978 -2.2235
C: -1.6644 0.0007 -1.9941
O: -1.6980 0.8027 -2.9379
C: 1.5064 2.9482 -0.0949
C: 2.5395 2.9870 0.8658
C: 2.5607 4.3970 1.2405
C: 1.6049 5.1021 0.5633
O: 0.8913 4.2474 -0.1870
H: 1.6978 -2.2464 0.9630
H: 2.9371 -1.8316 2.8454
H: 2.2502 -0.0568 4.5853
H: 0.1205 1.3200 4.0488
H: -1.0481 0.9247 2.2111
H: -1.3803 -4.4021 -0.9530
H: -2.9891 -5.1841 -2.8113
H: -3.8750 -3.5307 -4.2941
H: -3.2763 -1.0197 -4.0035
H: 3.2173 2.1113 0.9156
H: 3.3021 4.8760 1.9028
H: 1.4415 6.1450 0.6096

Atoms 1-6, force components in eV/Å:
O -2.6 3.1 0.1
C 3.1 -2.4 1.5
O -2.0 -0.4 0.3
N -0.4 -2.2 -0.1
C -0.3 -1.9 0.4
C -0.6 1.2 0.2

Calculated values
SMILES string: O=C(On1c(-c2ccccc2)nc2ccccc2c1=O)c1ccco1
ΔE to the lowest compared entry with this formula, charge and spin: 111.47 kcal per mole
F_max: 4.43 eV Å⁻¹
net charge: 0
frontier orbital gap: 8.447 eV
LUMO: -0.2 eV

***

> Which of these has the highest ΔE to the lowest compared entry with this formula, charge and spin?

C19H12N2O4